one | ORCA calculation (wB97M-V/def2-TZVPD) on a 2-piece molecular cluster, C2HBrO2 overall.

Last columns: bonded neighbours and bond lengths (Å).
Element x y z (Å)
1 Br -0.6181 -2.0740 -0.1906  C5 1.796
2 O 0.7634 1.7304 -0.4581  C4 1.151
3 O 2.1955 0.1355 0.3667  C4 1.150
4 C 1.5105 0.9793 -0.0090  O2 1.151, O3 1.150
5 C -1.5260 -0.6495 0.4193  Br1 1.796, H6 1.103
6 H -2.3252 -0.1218 -0.1283  C5 1.103

The highest occupied orbital energy (spin up / spin down) comes out at -8.8 / -8.8 eV. The total charge is 0.


two | ORCA calculation (wB97M-V/def2-TZVPD) on a 2-piece molecular cluster, C2HBrO2 overall.

Last columns: bonded neighbours and bond lengths (Å).
Element x y z (Å)
1 Br -2.5096 1.0354 -0.5847  C5 1.901
2 O 1.5897 -0.8583 -1.6083  C4 1.168
3 O 1.6845 -0.7676 0.6844  C4 1.129
4 C 1.6090 -0.8110 -0.4416  O2 1.168, O3 1.129
5 C -1.3058 0.2411 0.6535  Br1 1.901, H6 1.147
6 H -1.0678 1.1605 1.2968  C5 1.147

The highest occupied orbital energy comes out at -9.7 eV. The total charge is 0.


Preferred: two; penalty for the next structure: 5.8 kcal/mol.


one | ORCA calculation (wB97M-V/def2-TZVPD) on a 2-piece molecular cluster, C4H3N2O2 overall.

Last columns: bonded neighbours and bond lengths (Å).
Element x y z (Å)
1 O -4.6956 -0.8193 -0.0657  C5 1.208
2 O 0.1079 2.7173 0.6208  C8 1.144
3 N -1.0968 -1.0272 0.4796  N4 1.395, C6 1.417
4 N -2.3475 -0.6707 -0.0243  N3 1.395, C5 1.231
5 C -3.5179 -1.0300 0.1038  O1 1.208, N4 1.231
6 C 0.0909 -0.7092 -0.2251  N3 1.417, C7 1.382, H10 1.031
7 C -0.1035 -0.3418 -1.5426  C6 1.382, H9 0.968, H11 1.161
8 C -0.4838 2.6175 -0.3527  O2 1.144
9 H 0.5746 -0.5524 -2.2008  C7 0.968
10 H 0.9903 -0.7455 0.2766  C6 1.031
11 H -1.1994 -0.5670 -1.8528  C7 1.161

The highest occupied orbital energy comes out at -2.1 eV. The total charge is -1.


two | ORCA calculation (wB97M-V/def2-TZVPD) on an isolated ion of composition C4H3N2O2 and charge -1.

Last columns: bonded neighbours and bond lengths (Å).
Element x y z (Å)
1 O -0.2842 1.7086 1.9753  C7 1.224
2 O 0.9313 -2.6125 0.6304  C8 1.199
3 N 1.0793 0.9233 0.3201  N4 1.411, C5 1.482, C7 1.448
4 N 1.4757 -0.2824 -0.2970  N3 1.411, C5 1.447, C8 1.833
5 C 0.4793 0.5193 -0.9733  N3 1.482, N4 1.447, H9 1.146, H10 1.104
6 C -0.0631 -0.6636 1.6022  C7 1.407, C8 1.321, H11 1.006
7 C 0.1533 0.7134 1.4135  O1 1.224, N3 1.448, C6 1.407
8 C 0.6226 -1.4679 0.8098  O2 1.199, N4 1.833, C6 1.321
9 H -0.6443 0.3452 -1.1157  C5 1.146
10 H 0.7724 1.0151 -1.9157  C5 1.104
11 H -0.6483 -1.0905 2.3006  C6 1.006

The highest occupied orbital energy comes out at -3.9 eV. As for the SMILES: O=c1cc([O-])n2n1C2. The total charge is -1.


Preferred: two; penalty for the next structure: 42.8 kcal/mol.


one | ORCA calculation (wB97M-V/def2-TZVPD) on a 3-piece molecular cluster, C3H8NO2S overall.

Last columns: bonded neighbours and bond lengths (Å).
Element x y z (Å)
1 S -0.6354 -1.9278 -1.2255  C6 1.872
2 O 2.4428 -1.2489 -1.6373  H11 0.990, H15 0.972
3 O 1.0860 2.5343 0.8575  C5 1.264
4 N -0.8375 1.2158 1.3260  C5 1.347, C7 1.437
5 C -0.0402 2.3006 1.3805  O3 1.264, N4 1.347, H10 1.153
6 C -0.4051 -1.1391 0.4569  S1 1.872, C7 1.561, H8 1.183, H13 1.062
7 C -0.7179 0.3635 0.1745  N4 1.437, C6 1.561, H9 1.074, H12 1.091
8 H -1.2688 -1.5978 1.1232  C6 1.183
9 H 0.0260 0.8094 -0.4598  C7 1.074
10 H -0.5011 3.1580 1.9978  C5 1.153
11 H 1.4864 -1.4675 -1.5068  O2 0.990
12 H -1.6616 0.3134 -0.3710  C7 1.091
13 H 0.6088 -1.3168 0.7197  C6 1.062
14 H -2.4539 0.0503 -0.8469  no bonds
15 H 2.8714 -2.0474 -1.9889  O2 0.972

The highest occupied orbital energy comes out at -4.2 eV. The total charge is -1.


two | ORCA calculation (wB97M-V/def2-TZVPD) on a 3-piece molecular cluster, C3H8NO2S overall.

Last columns: bonded neighbours and bond lengths (Å).
Element x y z (Å)
1 S -2.1860 0.1740 0.7410  C6 1.774
2 O -2.0911 2.7887 -1.2028  H10 0.950, H15 1.010
3 O 3.8821 -0.9753 0.2234  C7 1.320
4 N 1.6141 -0.4971 0.2455  C5 1.503, C7 1.335
5 C 0.3412 -0.4408 -0.5510  N4 1.503, C6 1.547, H8 1.092, H9 1.123
6 C -0.8352 -0.9043 0.3405  S1 1.774, C5 1.547, H11 1.075, H13 1.104
7 C 2.6779 -1.0857 -0.3056  O3 1.320, N4 1.335, H12 1.076
8 H 0.4754 -1.0467 -1.4497  C5 1.092
9 H 0.2712 0.5829 -1.0076  C5 1.123
10 H -2.5330 2.0254 -1.5560  O2 0.950
11 H -1.2667 -1.8318 0.0088  C6 1.075
12 H 2.5550 -1.8722 -1.0290  C7 1.076
13 H -0.4272 -1.3163 1.2803  C6 1.104
14 H -1.0371 1.9191 1.4735  no bonds
15 H -1.7920 2.3124 -0.3638  O2 1.010

The highest occupied orbital energy comes out at -3.4 eV. The total charge is -1.


Preferred: two; penalty for the next structure: 6.7 kcal/mol.


one | ORCA calculation (wB97M-V/def2-TZVPD) on one molecule with the formula C7H9NO2.

Last columns: bonded neighbours and bond lengths (Å).
Element x y z (Å)
1 O 0.8956 -2.7002 1.9537  C4 1.240
2 O 1.0867 -0.1187 2.2954  C8 1.353, H12 0.986
3 N 0.0442 -0.3414 -1.1254  C7 1.328, C10 1.408, H14 1.001
4 C 0.5862 -2.0409 0.9504  O1 1.240, C8 1.506, C9 1.427
5 C -1.0450 2.3198 -0.6016  C6 1.518, H11 1.111, H13 1.075, H19 1.139
6 C 0.1855 1.7484 0.0804  C5 1.518, C7 1.486, H15 1.104, H16 1.065
7 C 0.3543 0.2735 0.0095  N3 1.328, C6 1.486, C8 1.388
8 C 0.7498 -0.5473 1.0567  O2 1.353, C4 1.506, C7 1.388
9 C 0.1362 -2.5130 -0.3190  C4 1.427, C10 1.314, H17 1.042
10 C -0.1752 -1.7187 -1.3179  N3 1.408, C9 1.314, H18 1.089
11 H -1.0725 3.4035 -0.3578  C5 1.111
12 H 1.1426 -0.9973 2.7388  O2 0.986
13 H -1.0204 2.1787 -1.6673  C5 1.075
14 H -0.1743 0.2626 -1.8929  N3 1.001
15 H 1.0836 2.3078 -0.2346  C6 1.104
16 H 0.1404 2.0279 1.1067  C6 1.065
17 H -0.1775 -3.5065 -0.3336  C9 1.042
18 H -0.7586 -1.9175 -2.2162  C10 1.089
19 H -1.9817 1.8793 -0.1253  C5 1.139

The highest occupied orbital energy comes out at -7.9 eV. As for the SMILES: CCc1[nH]ccc(=O)c1O. The total charge is 0.


two | ORCA calculation (wB97M-V/def2-TZVPD) on one molecule with the formula C7H9NO2.

Last columns: bonded neighbours and bond lengths (Å).
Element x y z (Å)
1 O 0.0620 -1.4528 -2.4220  C6 1.464, H13 0.944
2 O -0.8449 -2.5149 0.8718  C8 1.362, H18 1.007
3 N 1.5721 -0.3612 0.7218  C4 1.368, C7 1.363, H11 1.000
4 C 0.2827 0.0370 0.9440  N3 1.368, C7 1.616, C10 1.495
5 C -0.8433 2.3158 1.1131  C10 1.437, H12 1.094, H16 1.148, H17 1.059
6 C 0.3915 -1.5508 -0.9991  O1 1.464, C7 1.596, C8 1.422, H14 1.079
7 C 0.9907 -0.1606 -0.4946  N3 1.363, C4 1.616, C6 1.596, C9 1.505
8 C -0.6894 -1.5489 -0.0751  O2 1.362, C6 1.422, H15 1.126
9 C 0.2987 1.1140 -0.8952  C7 1.505, C10 1.334, H19 1.041
10 C -0.2472 1.2833 0.3100  C4 1.495, C5 1.437, C9 1.334
11 H 2.2204 0.2598 1.1613  N3 1.000
12 H -1.0874 3.1636 0.4656  C5 1.094
13 H -0.0972 -0.5432 -2.6184  O1 0.944
14 H 1.1691 -2.2819 -0.8406  C6 1.079
15 H -1.6310 -0.9574 -0.2516  C8 1.126
16 H -1.6927 1.8085 1.6953  C5 1.148
17 H -0.1872 2.6188 1.8874  C5 1.059
18 H 0.0060 -2.9796 1.1451  O2 1.007
19 H 0.3272 1.7505 -1.7187  C9 1.041

The highest occupied orbital energy comes out at -7.9 eV. The total charge is 0.


Preferred: one; penalty for the next structure: 161.2 kcal/mol.


one | ORCA calculation (wB97M-V/def2-TZVPD) on a 2-piece molecular cluster, C3H9NO overall.

Last columns: bonded neighbours and bond lengths (Å).
Element x y z (Å)
1 O 2.2310 2.3701 0.2049  C3 1.284
2 N -0.6333 -1.0062 -0.1659  C4 1.469, C5 1.471, H9 1.022
3 C 3.4649 2.4884 -0.1298  O1 1.284, H8 1.118, H11 1.110
4 C -1.5800 0.0406 -0.5749  N2 1.469, H6 1.086, H13 1.102, H14 1.102
5 C -1.3500 -2.0960 0.5144  N2 1.471, H7 1.090, H10 1.089, H12 1.098
6 H -1.1910 0.9911 -0.9267  C4 1.086
7 H -1.6342 -2.7908 -0.2757  C5 1.090
8 H 4.1649 3.1962 0.3788  C3 1.118
9 H -0.0633 -0.4911 0.5077  N2 1.022
10 H -0.6965 -2.6063 1.2203  C5 1.089
11 H 3.9763 1.6721 -0.6806  C3 1.110
12 H -2.2004 -1.7193 1.0975  C5 1.098
13 H -2.1988 -0.3661 -1.3914  C4 1.102
14 H -2.2897 0.3174 0.2213  C4 1.102

The highest occupied orbital energy (spin up / spin down) comes out at 0.6 / -2.4 eV. The multiplicity is 2. As for the expectation value of S²: 0.75. The total charge is -1.


two | ORCA calculation (wB97M-V/def2-TZVPD) on a 2-piece molecular cluster, C3H9NO overall.

Last columns: bonded neighbours and bond lengths (Å).
Element x y z (Å)
1 O 0.9712 1.9412 1.3237  H6 0.949, H13 0.984
2 N -0.6125 0.3473 -0.3635  C3 1.453, C5 1.340
3 C 0.0659 -0.9276 -0.5208  N2 1.453, C4 1.537, H7 1.100, H8 1.109
4 C 0.0805 -1.6680 0.8258  C3 1.537, H11 1.085, H12 1.092, H14 1.096
5 C -0.6726 1.0686 -1.4910  N2 1.340, H9 1.092, H10 1.092
6 H 0.4950 2.6924 1.6541  O1 0.949
7 H 1.0841 -0.6826 -0.8565  C3 1.100
8 H -0.3770 -1.5559 -1.3199  C3 1.109
9 H -0.5305 0.7231 -2.5172  C5 1.092
10 H -0.9050 2.1295 -1.3778  C5 1.092
11 H 0.1913 -2.7453 0.7658  C4 1.085
12 H 0.8208 -1.2291 1.4984  C4 1.092
13 H 0.2711 1.2802 1.1189  O1 0.984
14 H -0.8823 -1.3737 1.2601  C4 1.096

The highest occupied orbital energy (spin up / spin down) comes out at 0.4 / -3.5 eV. The multiplicity is 2. As for the expectation value of S²: 0.75. The total charge is -1.


Preferred: two; penalty for the next structure: 14.6 kcal/mol.


one | ORCA calculation (wB97M-V/def2-TZVPD) on a 2-piece molecular cluster, C3H9NO overall.

Last columns: bonded neighbours and bond lengths (Å).
Element x y z (Å)
1 O 2.6288 1.4979 1.8520  H10 0.976, H12 0.980
2 N 0.7967 0.3593 -1.1919  C4 1.384, H8 1.009, H14 1.005
3 C -1.2666 -0.8506 -0.9007  C4 1.331, C5 1.504, H11 1.087
4 C -0.3476 0.0211 -0.4903  N2 1.384, C3 1.331, H9 1.086
5 C -2.3805 -1.3403 -0.0172  C3 1.504, H6 1.096, H7 1.102, H13 1.088
6 H -2.4937 -0.7518 0.9003  C5 1.096
7 H -2.1546 -2.3742 0.2915  C5 1.102
8 H 1.4178 1.0008 -0.7227  N2 1.009
9 H -0.4765 0.5998 0.4198  C4 1.086
10 H 2.8277 1.8115 2.7548  O1 0.976
11 H -1.0335 -1.4023 -1.8080  C3 1.087
12 H 1.6776 1.2654 1.8815  O1 0.980
13 H -3.3414 -1.3605 -0.5268  C5 1.088
14 H 1.2472 -0.3968 -1.6774  N2 1.005

The highest occupied orbital energy (spin up / spin down) comes out at 1.0 / -4.6 eV. The multiplicity is 2. As for the expectation value of S²: 0.75. The total charge is -1.


two | ORCA calculation (wB97M-V/def2-TZVPD) on a 2-piece molecular cluster, C3H9NO overall.

Last columns: bonded neighbours and bond lengths (Å).
Element x y z (Å)
1 O 0.5748 0.3049 -0.7008  C5 1.469, H10 0.933
2 N 0.8360 0.4314 2.6698  C3 1.307, H6 1.033
3 C 1.0169 1.3948 1.8057  N2 1.307, H9 1.121, H13 1.093
4 C -1.6597 -0.5780 -1.4034  C5 1.567, H8 1.041, H11 1.066, H12 1.113
5 C -0.1509 -0.8990 -1.1271  O1 1.469, C4 1.567, H7 1.099, H14 1.104
6 H 1.6614 -0.1665 2.8354  N2 1.033
7 H 0.3005 -1.1392 -2.1000  C5 1.099
8 H -2.2004 -0.5873 -0.5140  C4 1.041
9 H 1.9764 1.9730 1.7802  C3 1.121
10 H 1.4039 -0.1101 -0.5945  O1 0.933
11 H -1.6666 0.4198 -1.7787  C4 1.066
12 H -2.1876 -1.2383 -2.1275  C4 1.113
13 H 0.0575 1.8925 1.6443  C3 1.093
14 H 0.0376 -1.6980 -0.3895  C5 1.104

The highest occupied orbital energy (spin up / spin down) comes out at 1.4 / -2.6 eV. The multiplicity is 2. As for the expectation value of S²: 0.75. The total charge is -1.


Preferred: one; penalty for the next structure: 44.3 kcal/mol.


one | ORCA calculation (wB97M-V/def2-TZVPD) on a 2-piece molecular cluster, C2H6N3O overall.

Last columns: bonded neighbours and bond lengths (Å).
Element x y z (Å)
1 O 0.7806 0.5489 -0.8865  C5 1.202
2 N -0.7396 -2.0318 -0.4268  C6 1.176, H8 1.009
3 N -0.7036 -0.4333 1.4013  N4 1.393, C6 1.260, H12 1.024
4 N -1.4944 0.6977 1.5926  N3 1.393, H7 1.018, H10 1.017
5 C 1.6828 0.5900 -1.6791  O1 1.202, H9 1.100, H11 1.098
6 C -0.8075 -1.2976 0.4899  N2 1.176, N3 1.260
7 H -0.9327 1.4715 1.9411  N4 1.018
8 H -1.1989 -2.8704 -0.7483  N2 1.009
9 H 2.2916 -0.2943 -1.9205  C5 1.100
10 H -1.9876 0.9674 0.7447  N4 1.017
11 H 1.9625 1.5113 -2.2065  C5 1.098
12 H -0.0461 -0.6334 2.1605  N3 1.024

The highest occupied orbital energy comes out at -13.9 eV. The total charge is +1.


two | ORCA calculation (wB97M-V/def2-TZVPD) on a 2-piece molecular cluster, C2H6N3O overall.

Last columns: bonded neighbours and bond lengths (Å).
Element x y z (Å)
1 O 0.1396 0.4217 0.7379  N3 1.377, C5 1.316
2 N -0.9750 -1.4364 -0.3014  C5 1.327, H9 1.018, H12 1.003
3 N 0.3989 1.6914 0.2712  O1 1.377, C6 1.340, H11 1.012
4 N -0.7499 0.6735 -1.2384  C5 1.356, C6 1.297
5 C -0.5353 -0.1877 -0.2128  O1 1.316, N2 1.327, N4 1.356
6 C -0.0973 1.7618 -0.9716  N3 1.340, N4 1.297, H8 1.009
7 H 1.3959 -1.8284 1.1976  H10 0.740
8 H 0.0692 2.6236 -1.4692  C6 1.009
9 H -0.4942 -1.9887 0.4056  N2 1.018
10 H 1.1249 -2.0078 1.8626  H7 0.740
11 H 1.1268 2.1124 0.8339  N3 1.012
12 H -1.4036 -1.8356 -1.1153  N2 1.003

The highest occupied orbital energy comes out at -15.4 eV. The total charge is +1.


Preferred: two; penalty for the next structure: 13.2 kcal/mol.


one | ORCA calculation (wB97M-V/def2-TZVPD) on an isolated ion of composition C6H10 and charge -1.

Last columns: bonded neighbours and bond lengths (Å).
Element x y z (Å)
1 C 0.1900 -0.4683 -1.7179  C5 1.437, C6 1.366, H9 1.086
2 C -0.7600 0.9394 0.1538  C4 1.529, C5 1.437, H16 1.083
3 C -0.5681 -0.3037 2.4692  C4 1.535, H10 1.095, H11 1.095, H12 1.099
4 C 0.1046 0.2352 1.1996  C2 1.529, C3 1.535, H13 1.096, H14 1.088
5 C -0.4074 0.7421 -1.2255  C1 1.437, C2 1.437, H7 1.093
6 C 1.1275 -0.6166 -2.7002  C1 1.366, H8 1.087, H15 1.092
7 H -0.4000 1.6839 -1.7800  C5 1.093
8 H 1.4649 -1.5824 -3.0673  C6 1.087
9 H -0.2184 -1.3902 -1.3152  C1 1.086
10 H -1.0693 0.4917 3.0299  C3 1.095
11 H 0.1044 -0.8687 3.1234  C3 1.095
12 H -1.4089 -0.9646 2.2171  C3 1.099
13 H 0.9983 0.8444 1.3759  C4 1.096
14 H 0.4614 -0.6690 0.7099  C4 1.088
15 H 1.8379 0.1952 -2.8698  C6 1.092
16 H -1.4568 1.7317 0.3971  C2 1.083

The highest occupied orbital energy (spin up / spin down) comes out at 0.0 / -2.3 eV. The multiplicity is 2. As for the expectation value of S²: 0.77. The total charge is -1.


two | ORCA calculation (wB97M-V/def2-TZVPD) on an isolated ion of composition C6H10 and charge -1.

Last columns: bonded neighbours and bond lengths (Å).
Element x y z (Å)
1 C 1.9389 -0.0521 0.1493  C3 1.485, C4 1.530, H10 1.126, H12 1.106
2 C -1.8675 0.2967 -0.2345  C5 1.396, C6 1.496, H11 1.086
3 C 0.5523 -0.0894 -0.3810  C1 1.485, C5 1.371, H7 1.089
4 C 3.1443 -0.6033 -0.6149  C1 1.530, H13 1.085, H16 1.098
5 C -0.5771 0.2892 0.2972  C2 1.396, C3 1.371, H9 1.091
6 C -3.0818 0.1286 0.6223  C2 1.496, H8 1.093, H14 1.097, H15 1.098
7 H 0.5735 -0.4739 -1.3994  C3 1.089
8 H -3.9515 0.7285 0.3418  C6 1.093
9 H -0.4442 0.5508 1.3478  C5 1.091
10 H 2.2647 0.8789 -0.3940  C1 1.126
11 H -1.9573 0.2134 -1.3133  C2 1.086
12 H 1.9571 0.1593 1.2348  C1 1.106
13 H 3.8835 0.0273 -1.0984  C4 1.085
14 H -2.7842 0.4133 1.6391  C6 1.097
15 H -3.3851 -0.9224 0.7209  C6 1.098
16 H 3.5746 -1.5847 -0.3772  C4 1.098

The highest occupied orbital energy (spin up / spin down) comes out at -0.8 / -0.8 eV. The multiplicity is 2. As for the expectation value of S²: 0.78. The total charge is -1.


Preferred: one; penalty for the next structure: 42.5 kcal/mol.